## one
Computed, not measured: the ion CHF2O3P with charge -2, with the ωB97M-V functional and the def2-TZVPD basis.

Structure (ORCA input):
```
! wB97M-V def2-TZVPD RIJCOSX def2/J DEFGRID3
* xyz -2 1
O 0.4688 -1.8187 0.3427
P -0.6824 -0.8819 -0.0564
O -1.2844 -1.0391 -1.4309
O -1.5199 -0.3802 1.0870
C 0.4960 0.7258 -0.0032
F 1.7013 0.5887 -0.8077
F 0.1022 2.0266 -0.2717
H 0.7185 0.7788 1.1404
*
```

Summary:
SMILES: O=P([O-])([O-])C(F)F
gap between HOMO and LUMO: 6.886 eV

Okay, here come the Mulliken numbers, in e, for every atom: O -0.80; P 0.76; O -0.78; O -0.78; C 0.21; F -0.31; F -0.29; H 0.00

## two
Computed, not measured: the ion CHF2O3P with charge -2, with the ωB97M-V functional and the def2-TZVPD basis.

Structure (ORCA input):
```
! wB97M-V def2-TZVPD RIJCOSX def2/J DEFGRID3
* xyz -2 1
O 0.5605 -0.9776 -1.6306
P -0.5403 -0.3165 -0.8310
O -1.1369 0.9716 -1.3333
O -1.3766 -1.3473 -0.1556
C 0.4149 0.2929 0.6772
F 1.8053 0.9939 0.5849
F -0.2658 1.0631 1.6039
H 0.5389 -0.6801 1.0846
*
```

Summary:
SMILES: O=P([O-])([O-])C(F)F
gap between HOMO and LUMO: 6.754 eV

Okay, here come the Mulliken numbers, in e, for every atom: O -0.81; P 0.75; O -0.81; O -0.78; C 0.30; F -0.39; F -0.26; H 0.00

It comes down to one, which is 18.4 kJ/mol more stable than the next structure.

## one
Computed, not measured: an isolated molecule of C8H11NOS, with the ωB97M-V functional and the def2-TZVPD basis.

Structure (ORCA input):
```
! wB97M-V def2-TZVPD RIJCOSX def2/J DEFGRID3
* xyz 0 1
C 1.4733 1.4011 -1.4794
C 1.7685 0.4896 -0.3572
N 3.1041 0.2997 -0.0222
C 3.2126 -0.3936 1.0657
S 1.7312 -0.7983 1.8973
C 0.8872 -0.0360 0.5814
C -0.6253 -0.0283 0.6878
O -1.0922 -0.1791 2.0019
C -1.4994 0.8141 -0.2700
C -1.4049 -0.6675 -0.5403
C -2.6925 -1.4732 -0.1595
H 0.9893 2.2783 -1.1522
H 2.3781 1.7351 -1.9183
H 0.9471 0.7324 -2.0940
H 4.0943 -0.8475 1.5080
H -0.4470 0.2290 2.5598
H -0.9550 1.4427 -0.8952
H -2.3096 1.2444 0.4304
H -0.8079 -0.8840 -1.4914
H -3.1241 -1.2549 0.8351
H -2.2629 -2.5978 -0.1178
H -3.3649 -1.5063 -1.0697
*
```

Summary:
SMILES: Cc1ncsc1[C@@]1(O)C[C@@H]1C
gap between HOMO and LUMO: 9.032 eV

Mulliken atomic charge list, values in e, 8 entries: C -1.57; C 0.25; N -0.62; C -0.11; S -0.11; C 0.23; C 1.10; O -0.62

## two
Computed, not measured: an isolated molecule of C8H11NOS, with the ωB97M-V functional and the def2-TZVPD basis.

Structure (ORCA input):
```
! wB97M-V def2-TZVPD RIJCOSX def2/J DEFGRID3
* xyz 0 1
C -0.3139 0.9478 -0.4271
C -2.5824 -1.0427 -0.6000
C -0.3201 -0.3644 -0.1661
C 0.8036 1.8298 -0.2367
C 2.0846 1.0138 -0.2134
C 1.9291 -0.1241 0.8760
C 0.8722 -1.0662 0.3853
C 1.0132 -2.4184 0.5118
N -1.3515 -1.2145 -0.4752
O -2.8854 1.0822 0.7967
S -3.7560 0.0972 0.0867
H -1.2343 1.3483 -0.7112
H -3.1238 -1.6580 -1.3078
H 0.9726 2.6113 -0.9968
H 0.4954 2.3813 0.7599
H 2.2017 0.4521 -1.1036
H 2.9693 1.5712 -0.0210
H 2.8956 -0.6085 1.0160
H 1.6145 0.3728 1.8628
H -4.2908 0.7528 -1.2021
H 1.9301 -2.8763 0.8734
H 0.0762 -3.0878 0.2924
*
```

Summary:
gap between HOMO and LUMO: 8.015 eV

Mulliken atomic charge list, values in e, 8 entries: C -0.51; C -0.10; C 0.47; C -0.60; C -0.97; C -0.69; C 0.61; C -0.97

It comes down to one, which is 177.4 kJ/mol more stable than the next structure.

## one
Computed, not measured: a cluster of 2 separate species, CH7N2O in total, with the ωB97M-V functional and the def2-TZVPD basis.

Structure (ORCA input):
```
! wB97M-V def2-TZVPD RIJCOSX def2/J DEFGRID3
* xyz 1 1
N 0.0714 0.9715 -0.3320
C 0.9668 0.5075 0.6041
N 1.4478 1.0860 1.6413
H -0.1882 1.9599 -0.3900
H -0.4230 0.2072 -0.8671
H 1.3235 -0.5097 0.3245
H 2.1877 0.6202 2.1469
H 1.4040 2.1492 1.7006
H -2.5379 -3.0011 -1.2655
H -1.9006 -1.9534 -2.2204
O -2.3516 -2.0373 -1.3423
*
```

Summary:
gap between HOMO and LUMO: 10.626 eV

Mulliken atomic charge list, values in e, 8 entries: N -0.33; C 0.26; N -0.31; H 0.25; H 0.26; H 0.28; H 0.29; H 0.29

## two
Computed, not measured: a cluster of 2 separate species, CH7N2O in total, with the ωB97M-V functional and the def2-TZVPD basis.

Structure (ORCA input):
```
! wB97M-V def2-TZVPD RIJCOSX def2/J DEFGRID3
* xyz 1 1
N 1.1096 -0.8072 -0.3690
C 0.2404 -0.7872 0.6178
N -1.0256 -0.5508 0.5249
H 0.8230 -0.6611 -1.3228
H 1.9543 -1.3298 -0.2149
H 0.7328 -0.8881 1.5725
H -1.7437 -0.6193 1.2296
H -1.4730 -0.1118 -0.2691
H -0.6405 2.2470 0.0009
H 0.1410 1.9284 -1.3164
O -0.1183 1.5799 -0.4534
*
```

Summary:
gap between HOMO and LUMO: 12.179 eV

Mulliken atomic charge list, values in e, 8 entries: N -0.29; C 0.19; N -0.31; H 0.24; H 0.27; H 0.37; H 0.23; H 0.30

## three
Computed, not measured: a cluster of 2 separate species, CH7N2O in total, with the ωB97M-V functional and the def2-TZVPD basis.

Structure (ORCA input):
```
! wB97M-V def2-TZVPD RIJCOSX def2/J DEFGRID3
* xyz 1 1
O 0.1699 2.0688 -0.7774
H -0.1365 0.5068 -0.3130
H -0.3277 1.9271 -1.5465
H 1.0005 2.5114 -1.0052
N -0.7761 -0.0847 0.3725
C 0.1642 -1.3286 0.7052
N 0.8584 -1.7213 -0.3083
H -1.6479 -0.3441 -0.1272
H -1.0185 0.3092 1.3239
H 0.0748 -1.5140 1.7771
H 1.6388 -2.3306 -0.1010
*
```

Summary:
gap between HOMO and LUMO: 12.055 eV

Mulliken atomic charge list, values in e, 8 entries: O -0.69; H 0.41; H 0.34; H 0.35; N -0.44; C 0.14; N -0.48; H 0.37

It comes down to two, which is 21.5 kJ/mol more stable than the next structure.

## one
Computed, not measured: the ion C2H3N2O2 with charge +1, with the ωB97M-V functional and the def2-TZVPD basis.

Structure (ORCA input):
```
! wB97M-V def2-TZVPD RIJCOSX def2/J DEFGRID3
* xyz 1 1
C -2.7658 0.2155 0.2678
N -1.7924 -0.2692 -0.0459
O -0.8534 -1.5405 -0.1402
N 0.4602 -1.5468 -0.4273
C 1.3394 -1.0562 0.5424
O 2.3897 -0.8318 -0.0085
H -3.7424 0.6360 0.5227
H 1.1757 -1.5446 -1.3376
H 1.0352 -1.2216 1.5813
*
```

Summary:
SMILES: C#[N+]ONC=O
gap between HOMO and LUMO (spin up / spin down): 8.909 / 8.907 eV

Mulliken atomic charge list, values in e, 8 entries: C 0.00; N 0.08; O -0.05; N -0.02; C 0.21; O -0.43; H 0.41; H 0.42

## two
Computed, not measured: the ion C2H3N2O2 with charge +1, with the ωB97M-V functional and the def2-TZVPD basis.

Structure (ORCA input):
```
! wB97M-V def2-TZVPD RIJCOSX def2/J DEFGRID3
* xyz 1 1
C 1.2107 0.2274 -0.0271
C 0.3101 -0.9658 0.0515
O 0.2744 -2.1035 0.0017
N -1.3604 -0.3096 -0.0367
N -2.0976 0.5115 0.0081
O -2.7896 1.3857 0.0165
H 0.8825 0.9978 -0.6979
H 1.4253 0.5597 0.9709
H 2.1447 -0.3032 -0.2870
*
```

Summary:
SMILES: CC(=O)N=[N+]=O
gap between HOMO and LUMO: 12.627 eV

Mulliken atomic charge list, values in e, 8 entries: C -0.90; C 0.73; O -0.17; N -0.33; N 1.00; O -0.41; H 0.39; H 0.35

It comes down to two, which is 327.2 kJ/mol more stable than the next structure.

## one
Computed, not measured: a cluster of 3 separate species, H5S3 in total, with the ωB97M-V functional and the def2-TZVPD basis.

Structure (ORCA input):
```
! wB97M-V def2-TZVPD RIJCOSX def2/J DEFGRID3
* xyz -1 1
S 0.2326 1.6951 -0.0312
H -0.9485 2.3385 -0.0207
S -0.2038 -0.7044 -2.6441
H 0.5942 -1.5422 -1.9771
H -0.0910 0.3044 -1.6671
S -0.2048 -0.7687 2.6312
H 0.7122 -1.5453 2.0473
H -0.0908 0.2226 1.6616
*
```

Summary:
gap between HOMO and LUMO: 7.142 eV

Okay, here come the Mulliken numbers, in e, for every atom: S -0.81; H 0.03; S -0.37; H 0.09; H 0.17; S -0.36; H 0.09; H 0.17

## two
Computed, not measured: a cluster of 3 separate species, H5S3 in total, with the ωB97M-V functional and the def2-TZVPD basis.

Structure (ORCA input):
```
! wB97M-V def2-TZVPD RIJCOSX def2/J DEFGRID3
* xyz -1 1
S 0.1115 -1.9588 0.4093
H -0.6626 -2.4248 1.2882
S 1.4462 0.5810 -2.1385
H 0.5772 -0.1744 -1.4929
H 0.5865 1.5338 -2.4053
S -0.8667 1.3928 1.2091
H -0.2306 0.2879 0.6820
H -0.9614 0.7624 2.4482
*
```

Summary:
gap between HOMO and LUMO: 6.538 eV

Okay, here come the Mulliken numbers, in e, for every atom: S -0.73; H -0.06; S -0.25; H 0.07; H 0.11; S -0.33; H 0.10; H 0.11

It comes down to one, which is 37.3 kJ/mol more stable than the next structure.

## one
Computed, not measured: a structure of composition C30H26BrN10O5S5Ta, with the ωB97M-V functional and the def2-TZVPD basis.

Structure (ORCA input):
```
! wB97M-V def2-TZVPD RIJCOSX def2/J DEFGRID3
* xyz 2 1
Ta 0.2611 -0.8251 0.0417
O -4.2715 -1.7990 -6.0688
N -3.1179 -2.1338 -5.9090
O -2.5245 -2.9759 -6.5513
C -2.3707 -1.4181 -4.8521
C -2.7389 -0.1376 -4.6311
C -2.0899 0.6439 -3.6343
C -2.3838 2.0017 -3.4044
C -1.7042 2.6788 -2.4262
C -0.7877 1.9818 -1.6302
N -0.5128 0.7047 -1.8200
C -1.1097 0.0457 -2.8370
C -0.7055 -1.3057 -3.0824
N 0.2625 -1.8099 -2.2854
C 0.6899 -3.0393 -2.5063
C 0.1687 -3.8474 -3.5164
C -0.8459 -3.3698 -4.3068
C -1.3090 -2.0503 -4.1115
H -3.5273 0.3035 -5.2258
H -3.1338 2.4936 -4.0112
H -1.8905 3.7223 -2.2251
H -0.2572 2.4819 -0.8267
H 1.4808 -3.3982 -1.8594
H 0.5523 -4.8479 -3.6531
H -1.2727 -3.9902 -5.0769
C 3.1734 2.0381 3.9781
N 2.0478 1.1990 3.5653
C 1.0176 0.9016 4.5566
C 1.8823 0.8050 2.3059
N 0.7756 0.2814 1.8492
N 2.9730 0.9216 1.4691
C 2.9426 1.0163 0.1027
N 4.0225 1.5660 -0.4573
N 1.9389 0.5505 -0.5889
H 2.9149 2.5272 4.9117
H 3.3554 2.8248 3.2448
H 4.0801 1.4508 4.1464
H 1.4582 0.9655 5.5465
H 0.6381 -0.1115 4.4242
H 0.1910 1.6146 4.4969
H -0.0051 0.3831 2.4869
H 3.8292 1.2109 1.9128
H 4.7517 1.9891 0.0898
H 4.0990 1.6393 -1.4566
H 2.0306 0.7461 -1.5775
O 2.6369 -7.0986 2.3098
C 2.2696 -6.0110 2.0111
S 0.6368 -5.3740 2.3644
C 0.8750 -3.8243 1.5961
C 2.0800 -3.5769 1.0478
S 2.4227 -2.0976 0.2154
S 3.3007 -4.8166 1.1562
S -0.4473 -2.7179 1.4875
Br -3.7957 2.3054 0.6659
C -4.5706 0.7186 -0.0187
C -5.9148 0.7846 -0.3462
C -6.5578 -0.3290 -0.8622
C -5.8672 -1.5174 -1.0400
C -4.5282 -1.5881 -0.7161
C -3.8490 -0.4744 -0.2123
C -2.3951 -0.6403 0.0074
O -1.7095 0.0461 0.8244
O -1.7689 -1.5068 -0.6730
H -6.4592 1.7044 -0.1851
H -7.6074 -0.2705 -1.1169
H -6.3750 -2.3877 -1.4320
H -3.9797 -2.5137 -0.8322
S 1.6785 3.8512 1.0931
C 0.9540 5.1716 0.3787
N 0.8698 6.3534 1.0824
C 0.2838 7.4607 0.5867
C -0.2298 7.4373 -0.6728
C -0.0956 6.2275 -1.3766
N 0.4540 5.1424 -0.8785
H 1.2719 6.3550 2.0090
H 0.2526 8.3350 1.2216
H -0.7119 8.2996 -1.1043
H -0.4512 6.1557 -2.3999
*
```

Summary:
gap between HOMO and LUMO: 5.872 eV

Mulliken atomic charge list, values in e, 8 entries: Ta 1.44; O -0.56; N 0.96; O -0.58; C 0.18; C -0.82; C 1.20; C -1.02

## two
Computed, not measured: a structure of composition C30H26BrN10O5S5Ta, with the ωB97M-V functional and the def2-TZVPD basis.

Structure (ORCA input):
```
! wB97M-V def2-TZVPD RIJCOSX def2/J DEFGRID3
* xyz 2 1
Ta -0.3805 -0.0036 -0.3380
O -5.9743 -5.4563 0.2367
N -5.7169 -4.6202 -0.5877
O -6.1395 -4.5695 -1.7138
C -4.8002 -3.5578 -0.1464
C -4.7652 -3.3209 1.1927
C -3.9165 -2.3210 1.7366
C -3.8543 -2.0343 3.1121
C -3.0115 -1.0363 3.5413
C -2.2229 -0.3686 2.6033
N -2.2436 -0.6374 1.3140
C -3.0829 -1.5848 0.8623
C -3.1278 -1.8238 -0.5519
N -2.3302 -1.0670 -1.3398
C -2.4509 -1.1800 -2.6529
C -3.2913 -2.1119 -3.2610
C -4.0371 -2.9657 -2.4784
C -4.0088 -2.8043 -1.0792
H -5.4023 -3.9048 1.8458
H -4.4619 -2.5991 3.8032
H -2.9414 -0.7696 4.5822
H -1.5446 0.4133 2.9083
H -1.8510 -0.5062 -3.2512
H -3.3375 -2.1675 -4.3373
H -4.6583 -3.7241 -2.9328
C -1.5734 5.4087 1.0484
N -1.9640 4.1972 0.3494
C -3.2285 4.2554 -0.3632
C -1.2612 3.0605 0.4374
N -1.6512 1.9072 -0.0261
N -0.0418 3.1417 1.0982
C 0.6196 2.1189 1.7487
N 1.5766 2.4770 2.6007
N 0.2666 0.8770 1.5874
H -0.7258 5.9071 0.5694
H -1.3551 5.2118 2.1003
H -2.4072 6.1044 1.0218
H -3.3986 5.2804 -0.6812
H -4.0552 3.9438 0.2784
H -3.2070 3.6482 -1.2651
H -2.5547 1.9442 -0.4832
H 0.3418 4.0711 1.2078
H 1.8547 3.4355 2.7231
H 2.1719 1.7561 3.0475
H 0.7441 0.2648 2.2713
O 3.9994 -5.4944 -1.0365
C 3.1761 -4.6486 -0.9608
S 2.2371 -4.3102 0.5241
C 1.3549 -2.9494 -0.1204
C 1.5773 -2.6044 -1.4224
S 0.7676 -1.2913 -2.1707
S 2.7413 -3.5547 -2.3066
S 0.2507 -2.0900 0.8753
Br -0.8906 4.1109 -2.8784
C 0.9944 4.1132 -2.7935
C 1.6664 5.2644 -3.1700
C 3.0478 5.3051 -3.0785
C 3.7491 4.2050 -2.6059
C 3.0708 3.0708 -2.2023
C 1.6794 3.0075 -2.2936
C 0.9732 1.8330 -1.7361
O -0.1147 1.4023 -2.1855
O 1.4607 1.2945 -0.7064
H 1.1066 6.1151 -3.5277
H 3.5818 6.1966 -3.3701
H 4.8246 4.2373 -2.5585
H 3.6027 2.2204 -1.8052
S 1.3076 -0.9829 3.9566
C 2.8399 -0.4806 4.3205
N 3.6274 -1.2552 5.1506
C 4.8879 -0.9189 5.4538
C 5.4251 0.2295 4.9327
C 4.5758 1.0129 4.1298
N 3.3466 0.6767 3.8401
H 3.1998 -2.0958 5.5284
H 5.4372 -1.5714 6.1157
H 6.4338 0.5381 5.1447
H 4.9234 1.9513 3.7189
*
```

Summary:
gap between HOMO and LUMO (spin up / spin down): 5.673 / 5.877 eV

Mulliken atomic charge list, values in e, 8 entries: Ta 0.27; O -0.56; N 0.94; O -0.59; C 0.09; C -0.70; C 0.76; C -0.70

It comes down to one, which is 25.4 kJ/mol more stable than the next structure.